1.
Molecular formula: C5H20Cs2N10O9S
Method: DFT, ωB97M-V with the def2-TZVPD basis set

Summary:
* HOMO: -8.733 eV
* orbital gap: 8.3 eV
* E_LUMO: -0.44 eV
* energy: -1865.9433 Eh
* multiplicity: 1

Element x y z (Å)
1 Cs 1.82 1.32 -3.68
2 Cs -1.28 0.28 2.86
3 S 0.32 0.31 -0.63
4 O 0.57 -0.42 -1.91
5 O -0.28 1.62 -0.82
6 O -0.53 -0.53 0.19
7 O 1.63 0.46 0.01
8 C -0.77 -3.30 2.42
9 O -1.72 -2.70 2.94
10 N -0.54 -4.56 2.41
11 N 0.11 -2.71 1.67
12 H -0.13 -5.04 1.62
13 H -0.80 -5.10 3.22
14 H 0.68 -3.42 1.23
15 H -0.04 -1.79 1.29
16 C 0.52 3.76 1.95
17 O 0.69 4.57 2.85
18 N 1.24 2.75 1.71
19 N -0.38 3.91 1.05
20 H 1.28 2.05 0.98
21 H 1.94 2.68 2.43
22 H -0.05 3.45 0.22
23 H -0.86 4.79 0.96
24 C -3.53 0.53 -1.47
25 O -4.70 0.55 -1.83
26 N -2.63 1.32 -1.93
27 N -3.13 -0.24 -0.47
28 H -3.04 2.13 -2.38
29 H -1.70 1.36 -1.55
30 H -3.72 -0.98 -0.10
31 H -2.14 -0.32 -0.30
32 C 3.80 0.61 3.07
33 O 3.62 1.80 3.06
34 N 3.11 -0.24 2.39
35 N 4.81 -0.05 3.62
36 H 2.44 0.25 1.82
37 H 3.23 -1.24 2.49
38 H 4.89 -1.05 3.58
39 H 5.50 0.44 4.16
40 C -0.80 -1.07 -4.94
41 O 0.36 -1.42 -5.08
42 N -1.26 -0.50 -3.88
43 N -1.71 -1.16 -5.89
44 H -0.66 -0.44 -3.07
45 H -2.24 -0.27 -3.81
46 H -1.46 -1.91 -6.52
47 H -2.47 -0.50 -5.96

2.
Molecular formula: C5H20F2HfN10O5
Method: DFT, ωB97M-V with the def2-TZVPD basis set

Summary:
* HOMO: -13.950 eV
* orbital gap: 3.9 eV
* E_LUMO: -10.07 eV
* energy: -1373.6394 Eh
* net charge: +2
* energy relative to the best compared isomer or geometry (same formula, charge and spin): 0.000 eV
* multiplicity: 1

Element x y z (Å)
1 Hf 1.81 1.10 0.51
2 F -0.14 -0.10 0.42
3 F 0.33 2.30 1.87
4 C -3.10 -0.37 -1.71
5 O -4.11 -0.51 -2.39
6 N -1.82 -0.73 -1.96
7 N -3.26 0.13 -0.46
8 H -1.66 -1.21 -2.83
9 H -1.19 -0.72 -1.18
10 H -2.43 0.24 0.09
11 H -4.16 -0.06 -0.04
12 C 1.80 -0.34 -2.81
13 O 1.59 0.17 -1.69
14 N 1.84 -1.62 -3.20
15 N 2.22 0.44 -3.83
16 H 2.26 -1.81 -4.09
17 H 1.52 -2.42 -2.68
18 H 2.35 0.12 -4.77
19 H 2.41 1.40 -3.57
20 C -0.96 -2.83 2.62
21 O -1.48 -3.55 3.46
22 N -1.16 -1.52 2.55
23 N -0.29 -3.30 1.54
24 H -0.96 -0.84 1.84
25 H -1.84 -1.27 3.26
26 H 0.15 -4.20 1.46
27 H -0.12 -2.64 0.80
28 C 1.83 -0.21 3.84
29 O 1.75 0.13 2.62
30 N 3.03 -0.02 4.42
31 N 0.84 -0.55 4.62
32 H 3.31 -0.09 5.38
33 H 3.66 0.35 3.73
34 H 1.00 -0.68 5.61
35 H -0.05 -0.71 4.17
36 C -0.33 2.97 -1.87
37 O 0.32 2.32 -1.03
38 N -0.54 2.54 -3.11
39 N -0.89 4.15 -1.60
40 H -0.25 1.62 -3.41
41 H -1.18 3.10 -3.64
42 H -0.57 4.58 -0.75
43 H -1.52 4.66 -2.20

3.
Molecular formula: C5H20FN10O5Tl
Method: DFT, ωB97M-V with the def2-TZVPD basis set

Summary:
* HOMO: -15.993 eV
* orbital gap: 2.7 eV
* E_LUMO: -13.30 eV
* energy: -1398.0340 Eh
* net charge: +2
* energy relative to the best compared isomer or geometry (same formula, charge and spin): 2.433 eV
* multiplicity: 1

Element x y z (Å)
1 Tl 10.30 -11.81 21.11
2 F 8.87 -13.32 23.16
3 C 6.72 -15.68 25.52
4 O 6.32 -16.72 26.02
5 N 6.50 -14.46 26.07
6 N 7.51 -15.57 24.43
7 H 6.98 -13.70 25.60
8 H 6.00 -14.34 26.94
9 H 7.89 -14.70 24.07
10 H 7.80 -16.38 23.92
11 C 10.72 -15.64 21.42
12 O 10.84 -14.55 20.84
13 N 11.09 -16.81 20.84
14 N 10.17 -15.78 22.63
15 H 10.89 -17.67 21.31
16 H 11.64 -16.76 20.00
17 H 10.09 -16.61 23.18
18 H 9.68 -14.95 22.96
19 C 12.36 -13.27 24.46
20 O 11.69 -12.65 23.63
21 N 12.29 -14.59 24.71
22 N 13.28 -12.68 25.30
23 H 12.83 -15.10 25.39
24 H 11.47 -15.01 24.29
25 H 13.22 -11.69 25.47
26 H 13.83 -13.19 25.97
27 C 9.67 -12.51 26.72
28 O 9.94 -12.60 27.92
29 N 9.87 -11.40 25.97
30 N 9.36 -13.57 25.94
31 H 10.30 -10.61 26.44
32 H 9.69 -11.38 24.98
33 H 9.46 -13.44 24.93
34 H 9.11 -14.44 26.38
35 C 5.52 -12.85 23.04
36 O 4.31 -12.88 23.23
37 N 6.11 -13.77 22.27
38 N 6.38 -12.04 23.69
39 H 5.59 -14.56 21.92
40 H 7.13 -13.71 22.29
41 H 7.37 -12.06 23.48
42 H 5.94 -11.43 24.37

4.
Molecular formula: C5H20IO5
Method: DFT, ωB97M-V with the def2-TZVPD basis set

Summary:
* HOMO: -4.236 eV
* orbital gap: 7.2 eV
* E_LUMO: 2.92 eV
* energy: -876.3636 Eh
* net charge: -1
* energy relative to the best compared isomer or geometry (same formula, charge and spin): 2.171 eV
* multiplicity: 1

Element x y z (Å)
1 I 0.91 0.33 -0.07
2 C 2.99 -5.16 -0.55
3 O 3.72 -4.08 0.00
4 H 3.54 -6.07 -0.83
5 H 2.10 -5.34 0.06
6 H 2.53 -4.81 -1.47
7 H 3.10 -3.35 0.13
8 C -0.33 0.29 -5.42
9 O -0.70 1.42 -4.67
10 H -0.61 0.47 -6.46
11 H 0.73 0.08 -5.35
12 H -0.85 -0.58 -5.04
13 H -0.49 1.24 -3.75
14 C -1.72 2.53 4.23
15 O -1.16 1.18 4.18
16 H -2.26 2.87 5.12
17 H -1.01 3.26 3.84
18 H -2.57 2.56 3.55
19 H -0.88 1.10 3.27
20 C 1.61 6.17 0.28
21 O 0.98 5.48 -0.81
22 H 1.09 6.30 1.23
23 H 2.34 5.47 0.69
24 H 2.13 7.09 0.01
25 H 0.90 4.54 -0.64
26 C -2.90 -3.94 1.63
27 O -2.35 -3.90 0.37
28 H -3.91 -3.57 1.80
29 H -2.93 -5.00 1.87
30 H -2.33 -3.37 2.37
31 H -1.67 -3.22 0.44

5.
Molecular formula: C5H20KN10O5
Method: DFT, ωB97M-V with the def2-TZVPD basis set

Summary:
* HOMO: -12.237 eV
* orbital gap: 10.0 eV
* E_LUMO: -2.23 eV
* energy: -1726.2880 Eh
* net charge: +1
* energy relative to the best compared isomer or geometry (same formula, charge and spin): 1.244 eV
* multiplicity: 1

Element x y z (Å)
1 K -0.76 -0.58 0.85
2 C 0.75 2.75 2.73
3 O 0.19 1.84 2.09
4 N 0.14 3.76 3.33
5 N 2.08 2.80 2.81
6 H -0.85 3.87 3.44
7 H 0.75 4.41 3.81
8 H 2.58 3.64 2.55
9 H 2.48 1.97 2.40
10 C 1.97 -2.41 2.34
11 O 0.78 -2.20 2.56
12 N 2.96 -1.49 2.41
13 N 2.44 -3.62 1.99
14 H 2.74 -0.55 2.68
15 H 3.82 -1.72 1.95
16 H 3.42 -3.71 1.76
17 H 1.77 -4.35 1.82
18 C -3.33 2.38 -0.20
19 O -2.98 1.37 0.39
20 N -3.33 2.50 -1.55
21 N -3.67 3.54 0.37
22 H -2.89 1.89 -2.21
23 H -3.68 3.32 -2.01
24 H -3.78 3.56 1.37
25 H -3.89 4.32 -0.22
26 C 0.12 0.60 -2.50
27 O 0.41 0.54 -1.31
28 N -0.60 1.66 -2.93
29 N 0.48 -0.28 -3.46
30 H -0.81 2.41 -2.29
31 H -1.06 1.58 -3.82
32 H 0.04 -0.38 -4.36
33 H 0.98 -1.08 -3.12
34 C -0.22 -3.80 -1.37
35 O -0.77 -3.06 -0.54
36 N 0.46 -4.95 -1.07
37 N -0.17 -3.47 -2.64
38 H 0.56 -5.06 -0.08
39 H 1.06 -5.48 -1.66
40 H 0.52 -3.80 -3.30
41 H -0.73 -2.70 -2.98

6.
Molecular formula: C5H20LiO5
Method: DFT, ωB97M-V with the def2-TZVPD basis set

Summary:
* HOMO: -13.608 eV
* orbital gap: 10.9 eV
* E_LUMO: -2.66 eV
* energy: -585.8963 Eh
* net charge: +1
* energy relative to the best compared isomer or geometry (same formula, charge and spin): 1.113 eV
* multiplicity: 1

Element x y z (Å)
1 Li -0.06 0.01 -0.10
2 C 2.48 -0.21 -1.36
3 O 1.31 0.42 -1.74
4 H 2.24 -1.29 -1.21
5 H 2.76 0.57 -0.42
6 H 3.13 -0.05 -2.17
7 H 1.24 0.15 -2.66
8 C -0.54 1.72 2.75
9 O 0.30 1.70 1.66
10 H -0.53 0.84 3.29
11 H -1.60 1.86 2.26
12 H -0.37 2.50 3.56
13 H 0.58 2.66 1.68
14 C -1.58 -2.68 -1.21
15 O -1.55 -1.21 -1.13
16 H -2.45 -3.02 -1.45
17 H -1.28 -3.12 -0.15
18 H -0.76 -3.05 -1.83
19 H -2.39 -0.99 -1.02
20 C -1.61 1.98 -1.88
21 O -1.51 1.53 -0.55
22 H -2.63 2.19 -2.38
23 H -0.83 1.28 -2.47
24 H -1.13 2.93 -2.10
25 H -2.40 1.43 -0.31
26 C 1.59 -1.18 2.07
27 O 0.90 -1.39 1.02
28 H 2.35 -0.37 1.90
29 H 2.21 -1.97 2.34
30 H 1.04 -0.87 2.87
31 H 1.10 -2.35 0.75

7.
Molecular formula: C5H20N2O5
Method: DFT, ωB97M-V with the def2-TZVPD basis set

Summary:
* HOMO: -16.847 eV
* orbital gap: 10.6 eV
* E_LUMO: -6.20 eV
* energy: -687.5236 Eh
* net charge: +2
* energy relative to the best compared isomer or geometry (same formula, charge and spin): 3.490 eV
* multiplicity: 1

Element x y z (Å)
1 O 1.60 1.80 3.56
2 C 1.24 1.07 2.73
3 C 0.05 1.20 1.59
4 C 0.44 1.22 0.18
5 C -0.42 0.51 -0.85
6 C -1.41 1.13 -1.48
7 N -0.05 -0.92 -1.33
8 N -0.82 2.38 2.09
9 H 1.86 0.28 2.43
10 H -0.60 0.29 1.76
11 H 0.56 2.10 -0.47
12 H 1.52 0.70 0.13
13 H -1.57 2.26 -1.48
14 H -2.13 0.74 -2.27
15 H -0.94 -1.46 -1.66
16 H 0.63 -1.43 -0.84
17 H 0.57 -0.80 -2.27
18 H -1.79 1.87 2.39
19 H -1.15 3.17 1.51
20 H -0.39 2.79 3.00
21 H 1.28 0.17 -4.39
22 H 0.69 -1.28 -4.36
23 O 0.99 -0.52 -3.76
24 H -3.83 -2.27 -0.12
25 H -4.25 -1.57 -1.47
26 O -3.40 -1.95 -1.00
27 H 2.91 -2.56 -0.44
28 H 3.17 -2.37 -2.01
29 O 2.60 -2.10 -1.24
30 H 0.26 -1.80 3.47
31 H 1.59 -1.38 3.60
32 O 0.81 -1.25 3.00

8.
Molecular formula: C5H20NO6S
Method: DFT, ωB97M-V with the def2-TZVPD basis set

Summary:
* HOMO: -4.675 eV
* orbital gap: 7.8 eV
* E_LUMO: 3.15 eV
* energy: -1106.9293 Eh
* net charge: -1
* energy relative to the best compared isomer or geometry (same formula, charge and spin): 0.000 eV
* multiplicity: 1

Element x y z (Å)
1 C 0.72 1.47 0.53
2 N 0.04 0.14 0.34
3 C -1.00 -0.19 1.30
4 C -1.34 -1.67 1.28
5 S -3.12 -1.45 0.84
6 C -2.43 0.36 0.91
7 O -2.53 1.10 -0.18
8 C -0.17 2.65 0.85
9 H 1.33 1.53 -0.37
10 H 1.40 1.25 1.34
11 H -0.45 0.21 -0.54
12 H -0.68 0.21 2.26
13 H -0.88 -2.32 0.53
14 H -1.24 -2.13 2.26
15 H -2.95 0.92 1.71
16 H 0.49 3.46 1.18
17 H -0.92 2.90 0.13
18 H -0.78 2.38 1.71
19 H 0.95 -2.64 2.45
20 H 1.66 -2.75 1.11
21 O 1.82 -2.86 2.07
22 H -2.33 -0.65 -2.60
23 H -2.01 0.48 -1.54
24 O -1.64 -0.08 -2.27
25 H 3.24 -0.04 -1.50
26 H 2.23 0.64 -2.51
27 O 3.08 0.75 -2.03
28 H 0.04 0.50 -3.44
29 H 0.45 -0.47 -2.54
30 O 0.76 -0.13 -3.41
31 H 2.54 -0.93 0.59
32 H 1.37 -1.20 -0.30
33 O 2.34 -1.43 -0.20

9.
Molecular formula: C5H20O9
Method: DFT, ωB97M-V with the def2-TZVPD basis set

Summary:
* HOMO: -1.740 eV
* orbital gap: 7.3 eV
* E_LUMO: 5.57 eV
* energy: -879.6276 Eh
* net charge: -2
* energy relative to the best compared isomer or geometry (same formula, charge and spin): 1.742 eV
* multiplicity: 1

Element x y z (Å)
1 O -2.39 -2.72 1.99
2 C -1.21 -2.44 1.83
3 O -0.37 -2.24 2.66
4 C -0.77 -2.22 0.35
5 C -1.90 -1.65 -0.40
6 C -1.51 -0.28 -1.07
7 C -2.13 0.96 -0.40
8 O -1.25 2.07 -0.13
9 H 0.08 -1.49 0.38
10 H -0.31 -3.18 -0.10
11 H -2.20 -2.19 -1.27
12 H -2.78 -1.41 0.21
13 H -2.10 -0.32 -2.00
14 H -0.54 -0.16 -1.46
15 H -2.95 1.16 -1.07
16 H -2.47 0.69 0.64
17 H -0.39 1.97 -0.63
18 H 0.76 2.01 -2.46
19 O 1.01 1.55 -1.70
20 H 3.08 0.03 -1.84
21 H 2.23 1.06 -1.21
22 O 3.12 0.44 -1.02
23 H 2.48 0.55 2.37
24 H 3.76 0.00 1.62
25 O 3.40 0.13 2.50
26 H 1.51 -0.94 -1.26
27 H 0.79 -0.07 -2.23
28 O 0.99 -1.10 -2.13
29 H 0.75 2.63 0.43
30 H 1.97 2.36 -0.54
31 O 1.65 2.94 0.27
32 H -0.93 0.98 1.97
33 H -0.73 -0.04 2.79
34 O -0.68 0.91 2.92

10.
Molecular formula: C5H21N2O4
Method: DFT, ωB97M-V with the def2-TZVPD basis set

Summary:
* HOMO: -12.079 eV
* orbital gap: 9.3 eV
* E_LUMO: -2.75 eV
* energy: -613.3296 Eh
* net charge: +1
* energy relative to the best compared isomer or geometry (same formula, charge and spin): 1.275 eV
* multiplicity: 1

Element x y z (Å)
1 C 0.84 2.16 0.57
2 O 0.33 3.19 -0.28
3 C 0.12 0.85 0.12
4 C -0.64 0.24 1.29
5 C -0.77 -1.29 1.18
6 C 1.08 -2.60 2.15
7 N 0.58 -1.85 0.96
8 N -0.88 1.13 -0.98
9 H 1.87 2.01 0.25
10 H 0.68 2.35 1.63
11 H 0.94 3.89 -0.44
12 H 0.83 0.16 -0.30
13 H -0.12 0.42 2.22
14 H -1.64 0.67 1.38
15 H -1.27 -1.68 2.07
16 H -1.46 -1.64 0.42
17 H 2.15 -2.45 2.17
18 H 0.66 -3.60 2.16
19 H 0.70 -2.08 3.02
20 H 0.61 -2.40 0.12
21 H -0.47 1.92 -1.47
22 H -0.97 0.31 -1.59
23 H -1.78 1.37 -0.59
24 H 2.79 -0.36 0.58
25 H 4.05 0.02 -0.20
26 O 3.11 0.17 -0.17
27 H 0.30 -0.75 -3.88
28 H -1.06 -1.34 -3.46
29 O -0.36 -0.75 -3.18
30 H -4.20 -0.63 -0.56
31 H -3.35 -1.57 -1.23
32 O -3.25 -0.78 -0.67

11.
Molecular formula: C5H21NO6
Method: DFT, ωB97M-V with the def2-TZVPD basis set

Summary:
* HOMO: -8.953 eV
* orbital gap: 8.9 eV
* E_LUMO: -0.07 eV
* energy: -709.2795 Eh
* SMILES: CC(=O)NC(C)C.O.O.O.O.O
* energy relative to the best compared isomer or geometry (same formula, charge and spin): 0.877 eV
* multiplicity: 1

Element x y z (Å)
1 C -2.16 -0.39 1.67
2 C -0.65 -0.42 1.79
3 O -0.13 -0.56 2.89
4 N 0.09 -0.26 0.64
5 C 1.51 0.13 0.70
6 C 2.11 0.36 -0.65
7 C 2.38 -0.86 1.51
8 H -2.51 0.49 2.20
9 H -2.50 -0.35 0.63
10 H -2.59 -1.32 2.07
11 H -0.47 -0.49 -0.15
12 H 1.60 1.02 1.35
13 H 1.65 1.09 -1.33
14 H 3.13 0.80 -0.65
15 H 2.29 -0.49 -1.30
16 H 1.84 -1.32 2.32
17 H 3.24 -0.23 1.81
18 H 2.71 -1.69 0.87
19 O -1.55 -2.27 -0.76
20 H -1.30 -1.82 -1.59
21 H -2.51 -2.33 -0.69
22 O 0.48 -2.34 -3.15
23 H 1.09 -1.68 -2.82
24 H -0.09 -2.51 -2.40
25 O -1.29 0.08 -2.31
26 H -1.12 -0.50 -3.08
27 H -2.15 0.49 -2.50
28 O -0.66 2.75 1.12
29 H -1.21 3.39 1.58
30 H -0.57 3.10 0.23
31 O 0.51 3.40 -1.29
32 H 0.46 2.54 -1.72
33 H 0.71 3.18 -0.35

12.
Molecular formula: C5H21NO6V
Method: DFT, ωB97M-V with the def2-TZVPD basis set

Summary:
* HOMO (alpha / beta): -11.431 / -11.503 eV
* orbital gap (alpha / beta): 8.3 / 4.3 eV
* E_LUMO (alpha / beta): -3.17 / -7.23 eV
* energy: -1652.9674 Eh
* net charge: +1
* multiplicity: 5
* ⟨S²⟩: 6.0137

Element x y z (Å)
1 V -2.20 -1.54 -15.25
2 O -1.84 -3.63 -14.90
3 H -2.66 -4.16 -14.91
4 O -0.13 -0.74 -15.10
5 H -0.16 -0.22 -14.27
6 C -6.21 -3.64 -16.01
7 C -4.79 -3.34 -16.43
8 C -4.64 -3.44 -17.97
9 O -4.79 -4.78 -18.41
10 C -4.70 -4.74 -19.88
11 N -4.36 -2.00 -15.84
12 H -6.79 -2.71 -16.02
13 H -6.18 -4.07 -15.01
14 H -6.71 -4.39 -16.62
15 H -4.14 -4.11 -16.03
16 H -3.63 -3.05 -18.07
17 H -5.29 -2.74 -18.50
18 H -4.40 -5.72 -20.26
19 H -3.88 -4.08 -20.16
20 H -5.58 -4.32 -20.37
21 H -4.74 -1.39 -16.54
22 H -5.00 -1.99 -15.06
23 O -2.53 0.56 -15.80
24 H -3.23 1.17 -16.05
25 H -1.73 1.08 -15.90
26 O -2.53 -0.94 -13.12
27 H -3.35 -1.11 -12.66
28 H -2.04 -0.37 -12.52
29 C -0.92 -1.14 -18.62
30 O -1.27 -1.84 -17.41
31 H 0.12 -0.81 -18.65
32 H -1.14 -1.65 -19.55
33 H -1.41 -0.17 -18.71
34 H -0.56 -2.47 -17.25

Q: multiplicity of number 1 (C5H20Cs2N10O9S)?
A: 1

Q: The lowest energy belongs to which entry?
A: C5H20Cs2N10O9S

Q: What is the formula in the tenth record?
A: C5H21N2O4